No. 1
DFT (ωB97M-V/def2-TZVPD) results for a 4-piece molecular cluster, C4H16O3 overall.

Structure (XYZ):
```
23
Properties=species:S:1:pos:R:3:forces:R:3:nbo_charge:R:1
C -2.051 -1.517 1.358 0.10 0.96 0.62 -0.601
C -1.196 -0.219 1.273 0.51 -1.16 0.81 -0.397
C -1.872 0.870 0.492 -0.92 -0.19 -0.63 -0.410
C -1.090 2.124 0.237 1.07 0.58 0.32 -0.606
H -3.107 -1.281 1.255 -0.15 -0.11 -0.25 0.203
H -1.956 -1.990 2.332 0.19 -0.17 0.01 0.213
H -1.724 -2.213 0.595 -0.26 -0.23 -0.17 0.191
H -0.254 -0.593 0.862 0.13 0.70 -0.50 0.193
H -0.852 0.125 2.258 -0.56 0.06 0.05 0.198
H -2.897 1.037 0.852 0.37 0.42 0.83 0.200
H -2.171 0.459 -0.447 0.23 -0.51 -1.17 0.199
H -0.636 2.504 1.160 -0.39 0.25 0.07 0.198
H -1.596 2.929 -0.294 -0.46 -0.06 0.33 0.218
H -0.221 1.953 -0.391 0.15 -0.52 -0.27 0.200
O 2.558 0.677 -0.230 0.28 -0.18 -0.11 -0.976
H 2.052 0.121 -0.843 -0.29 0.22 0.23 0.491
H 1.917 1.298 0.124 -0.03 -0.03 0.00 0.474
O 4.384 -1.112 -2.114 -0.38 -0.36 -0.37 -0.960
H 3.951 -0.854 -1.294 0.46 0.26 0.10 0.485
H 5.316 -0.888 -2.068 -0.08 0.16 0.32 0.474
O 0.514 -0.776 -1.577 0.05 -0.05 -0.19 -0.953
H 0.819 -1.129 -2.420 -0.02 -0.02 -0.07 0.486
H 0.113 -1.523 -1.121 0.00 -0.01 0.03 0.481
```
Forces are in eV/Å.

Results
Net charge   0
SMILES   CCCC.O.O.O
Highest occupied orbital energy   -0.4036 Ha
M   112.17 g/mol
Relative energy (zero: lowest compared OMol25 entry of this formula, charge and spin)   58.2 kJ/mol
Total energy   -387.700633 Eh

No. 2
DFT (ωB97M-V/def2-TZVPD) results for a 2-piece molecular cluster, C4H3F3O overall.

Structure (XYZ):
```
11
Properties=species:S:1:pos:R:3:forces:R:3:nbo_charge:R:1
C -1.056 0.796 1.336 -3.27 1.62 -2.79 -0.204
C -1.445 -0.337 0.793 0.18 0.92 0.13 -0.367
C -1.551 -1.602 0.713 -0.79 -3.71 -0.57 0.642
O -1.800 -2.761 0.528 0.71 2.80 0.43 -0.461
H -0.438 0.848 2.135 2.10 0.13 2.36 0.188
H -1.535 1.801 0.998 1.05 -1.77 0.45 0.201
F 2.616 0.591 -1.953 0.36 0.19 -1.09 -0.339
C 1.470 0.272 -1.341 1.38 -2.02 -1.27 0.857
F 1.086 1.371 -0.767 -1.52 0.81 0.39 -0.306
F 1.828 -0.617 -0.429 0.04 -0.74 1.73 -0.337
H 0.827 -0.362 -2.012 -0.23 1.80 0.22 0.128
```
Forces are in eV/Å.

Results
Net charge   0
SMILES   C=C=C=O.FC(F)F
Highest occupied orbital energy   -0.3386 Ha
M   124.06 g/mol
Relative energy (zero: lowest compared OMol25 entry of this formula, charge and spin)   192.0 kJ/mol
Total energy   -528.956566 Eh

No. 3
DFT (ωB97M-V/def2-TZVPD) results for a 2-piece molecular cluster, C3H10NO6P overall.

Structure (XYZ):
```
21
Properties=species:S:1:pos:R:3:forces:R:3:nbo_charge:R:1
N -2.068 3.462 -2.180 1.23 -3.05 -0.24 -0.860
C -1.404 2.362 -3.016 4.06 1.71 -5.55 0.831
O -0.681 2.634 -4.137 -5.22 -1.60 8.05 -0.503
O -1.460 0.915 -2.628 2.17 3.46 1.89 -0.743
P -0.124 0.516 -1.561 3.10 -6.75 -0.34 2.308
O 0.427 -0.969 -1.869 -2.80 6.58 1.09 -0.982
O -0.720 0.419 0.108 1.14 3.06 -2.84 -0.935
O 1.262 1.568 -1.733 -4.24 -0.11 0.84 -0.896
H -1.351 3.917 -1.543 -1.18 -0.72 -1.23 0.398
H -2.864 3.059 -1.614 1.39 0.44 -0.68 0.399
H -0.676 1.333 0.540 -0.14 -1.69 -0.72 0.492
H 1.019 2.536 -1.648 0.47 -1.33 -0.24 0.491
C 0.579 -3.230 2.263 -0.01 -0.27 -0.02 -0.633
C 1.439 -2.075 2.730 -0.30 0.03 -0.21 -0.059
O 1.476 -1.064 1.733 -0.12 0.37 0.04 -0.722
H 0.971 -3.649 1.330 0.01 0.08 0.17 0.220
H 0.544 -4.021 3.018 -0.06 0.02 -0.06 0.206
H -0.442 -2.894 2.056 0.05 -0.03 0.11 0.197
H 2.464 -2.410 2.914 -0.09 0.20 -0.11 0.176
H 1.047 -1.642 3.655 0.06 -0.16 0.18 0.148
H 0.562 -0.766 1.583 0.50 -0.24 -0.13 0.465
```
Forces are in eV/Å.

Results
Net charge   0
SMILES   NC(=O)OP(=O)(O)O.CCO
Highest occupied orbital energy   -0.3667 Ha
M   187.09 g/mol
Total energy   -967.819929 Eh

No. 4
DFT (ωB97M-V/def2-TZVPD) results for an isolated ion of composition C6H10N5 and charge +1.

Structure (XYZ):
```
21
Properties=species:S:1:pos:R:3:forces:R:3:nbo_charge:R:1
C 2.640 0.002 -0.403 -0.46 -0.29 0.00 0.389
C -0.713 1.292 0.139 -0.61 -1.91 -1.72 -0.166
C -0.893 -1.041 -0.691 3.20 -3.14 -0.44 -0.162
C -1.361 0.170 -0.359 -3.14 2.58 1.47 0.000
C 0.710 1.184 0.157 1.42 -0.23 0.41 0.253
C 0.643 -1.290 -0.485 -1.66 0.12 -0.31 0.095
N 3.775 -0.030 -0.223 0.39 0.04 -0.10 -0.306
N 1.296 0.035 -0.493 0.25 0.95 1.11 -0.474
N 1.570 2.055 0.797 -0.41 -0.84 -0.48 -0.746
N 0.754 -2.187 0.671 0.94 0.80 0.03 -0.833
N -2.906 0.292 -0.327 -1.37 0.08 -0.90 -0.723
H -1.350 2.162 0.096 0.54 0.78 0.68 0.220
H -1.457 -1.965 -0.837 -0.06 0.56 0.01 0.240
H 1.129 -1.728 -1.342 -0.41 -0.74 -0.41 0.227
H 1.082 2.811 1.250 0.75 0.16 0.27 0.414
H 2.547 1.760 1.009 -1.30 0.66 -0.05 0.446
H 1.476 -2.912 0.548 -0.38 0.70 0.01 0.396
H 0.991 -1.634 1.504 -0.25 -0.50 -0.26 0.378
H -3.421 -0.566 0.136 1.42 2.13 -0.59 0.458
H -3.398 0.368 -1.294 1.26 -0.19 1.63 0.444
H -3.114 1.221 0.148 -0.13 -1.74 -0.38 0.450
```
Forces are in eV/Å.

Results
Net charge   +1
Highest occupied orbital energy (alpha / beta)   -0.3370 / -0.4859 Ha
M   152.18 g/mol
Relative energy (zero: lowest compared OMol25 entry of this formula, charge and spin)   219.8 kJ/mol
Total energy   -507.993420 Eh
Spin multiplicity   3

No. 5
DFT (ωB97M-V/def2-TZVPD) results for a single C2H7Br3Si2 molecule.

Structure (XYZ):
```
14
Properties=species:S:1:pos:R:3:forces:R:3:nbo_charge:R:1
C 2.218 -0.576 -0.329 2.53 0.67 -1.18 -0.623
C 0.698 -0.432 -0.465 -0.73 -1.95 2.00 -0.821
Si -0.110 0.751 0.816 -0.43 -1.35 -3.23 0.747
Si -2.345 0.485 0.115 -0.68 -0.75 0.81 0.720
Br -3.850 0.197 1.819 0.67 0.24 -0.58 -0.290
Br -2.627 -1.371 -1.127 0.14 0.24 0.24 -0.281
Br -3.029 2.094 -1.166 -0.19 0.67 -0.34 -0.253
H 2.750 0.494 -0.263 -1.11 -2.30 -0.32 0.204
H 2.518 -1.101 0.581 -0.27 0.18 0.13 0.213
H 2.811 -1.208 -1.170 -1.74 1.62 1.56 0.219
H 0.103 -1.444 -0.232 1.53 1.93 -0.64 0.240
H 0.393 -0.141 -1.437 -0.25 0.27 -1.11 0.232
H 0.014 0.219 2.054 0.18 -1.15 2.80 -0.164
H 0.456 2.032 0.803 0.35 1.68 -0.14 -0.143
```
Forces are in eV/Å.

Results
Net charge   0
SMILES   CC[SiH2][Si](Br)(Br)Br
Highest occupied orbital energy   -0.3686 Ha
M   326.96 g/mol
Relative energy (zero: lowest compared OMol25 entry of this formula, charge and spin)   0.0 kJ/mol
Total energy   -8381.532121 Eh

No. 6
DFT (ωB97M-V/def2-TZVPD) results for a single BrH2PS molecule.

Structure (XYZ):
```
5
Properties=species:S:1:pos:R:3:forces:R:3:nbo_charge:R:1
P 1.428 -0.119 0.006 -0.84 0.32 1.23 0.270
S -2.493 0.880 0.598 -1.04 1.24 -0.67 -0.421
Br -0.842 -0.305 0.973 1.90 -1.49 0.92 0.182
H 0.883 0.783 -0.884 -0.08 0.41 -0.76 -0.011
H 1.024 -1.239 -0.693 0.06 -0.49 -0.72 -0.020
```
Forces are in eV/Å.

Results
Net charge   0
Highest occupied orbital energy   -0.3011 Ha
M   144.96 g/mol
Relative energy (zero: lowest compared OMol25 entry of this formula, charge and spin)   283.7 kJ/mol
Total energy   -3314.646155 Eh

| no. | strongest force on any atom (eV/A) |
| --- | --- |
| 1 | 1.5 |
| 2 | 4.6 |
| 3 | 9.7 |
| 4 | 4.5 |
| 5 | 3.5 |
| 6 | 2.6 |